[1]
119
Properties=species:S:1:pos:R:3:forces:R:3:mulliken_charge:R:1 method="wB97M-V/def2-TZVPD" e_lumo_ev="3.653 / 3.644" de_lowest_kcal_mol=32.85 homo_energy_ev="-1.036 / -0.431" total_charge=-2 energy_ha=-3005.34333 gap_ev="4.6889 / 4.0750"
Rb 0.0059 -0.1352 0.1701 0.2975 -0.1179 0.3408 -0.09
C 7.7841 -0.4971 0.6920 -0.0080 -0.0001 -0.0158 -1.74
C 7.2663 -0.1341 -0.7079 0.0073 0.0000 -0.0079 2.21
C 7.4377 1.3739 -0.8971 -0.0005 -0.0147 0.0031 -2.01
C 8.1328 -0.8414 -1.7611 0.0117 0.0116 0.0074 -1.71
C 5.8100 -0.5725 -0.8568 -0.0542 -0.0241 -0.0302 -0.74
C 4.7886 0.3107 -1.1032 0.0711 -0.0379 0.0146 0.11
C 3.4299 -0.1049 -1.2013 -0.1135 0.2529 -0.0480 -0.87
N 2.3892 0.7158 -1.3507 -0.0848 0.2630 -0.1596 0.20
C 2.4911 2.0361 -1.7809 0.0611 -0.2176 -0.0491 -1.62
C 3.3650 2.4288 -2.7951 0.0305 -0.0845 0.0988 0.77
C 3.3715 3.7175 -3.3210 -0.0909 0.0851 -0.0020 -0.84
C 2.4462 4.6129 -2.7889 0.0683 -0.0360 -0.0449 -0.21
C 1.5308 4.2928 -1.7885 0.0014 0.0045 0.0229 -0.30
C 1.5086 2.9667 -1.2402 0.3101 -0.0049 -0.1885 0.47
O 0.7129 2.5814 -0.3288 -0.3084 -0.1075 0.0280 -0.61
C 0.5656 5.4136 -1.3547 -0.0088 0.0220 -0.0439 2.41
C -0.3037 5.8278 -2.5554 0.0146 0.0029 0.0242 -1.79
C 1.3694 6.6392 -0.8824 -0.0255 -0.0196 -0.0022 -1.89
C -0.3890 5.0528 -0.2113 0.0243 0.0484 0.0135 -1.77
C 4.3272 4.1699 -4.4258 0.0039 -0.0150 0.0260 1.95
C 5.2533 3.0410 -4.8815 -0.0178 0.0055 -0.0048 -1.89
C 5.2086 5.3204 -3.9151 0.0012 -0.0063 -0.0074 -1.70
C 3.5379 4.6564 -5.6507 0.0031 -0.0038 0.0126 -1.79
C 3.1019 -1.5276 -1.0352 -0.0581 -0.0479 0.0561 0.15
O 1.9065 -1.9231 -1.1107 0.1734 0.0632 -0.0783 0.01
C 4.1993 -2.4338 -0.7861 0.0626 -0.0474 -0.0631 -0.33
C 5.4859 -1.9452 -0.7142 -0.0209 0.0470 0.0152 -0.20
C 3.8845 -3.9210 -0.6048 -0.0114 0.0021 0.0333 2.71
C 3.2246 -4.4799 -1.8763 0.0228 0.0102 0.0157 -1.51
C 5.1428 -4.7511 -0.3374 -0.0026 0.0098 0.0071 -2.38
C 2.9367 -4.1132 0.5910 0.0278 0.0157 -0.0094 -1.68
H 8.8289 -0.1887 0.8105 -0.0036 -0.0022 0.0041 0.45
H 7.1834 0.0022 1.4546 0.0081 -0.0066 0.0077 0.37
H 7.7224 -1.5718 0.8705 -0.0027 0.0020 0.0039 0.31
H 8.4939 1.6403 -0.7909 -0.0036 0.0013 0.0001 0.48
H 7.1045 1.6899 -1.8878 -0.0040 0.0070 0.0039 0.15
H 6.8673 1.9356 -0.1553 0.0065 0.0032 -0.0054 0.38
H 9.1838 -0.5481 -1.6570 -0.0066 -0.0054 -0.0053 0.48
H 8.0697 -1.9264 -1.6643 0.0011 0.0034 0.0006 0.28
H 7.7953 -0.5751 -2.7650 0.0050 -0.0053 -0.0023 0.33
H 4.9804 1.3715 -1.1780 -0.0039 0.0073 0.0117 0.74
H 4.0267 1.6679 -3.1902 -0.0002 0.0067 -0.0101 0.80
H 2.4322 5.6229 -3.1909 -0.0116 0.0168 0.0140 0.23
H 0.3055 6.1678 -3.3950 -0.0016 -0.0034 -0.0089 0.33
H -0.8977 4.9767 -2.8956 -0.0034 0.0035 -0.0059 0.33
H -0.9875 6.6381 -2.2757 0.0032 -0.0073 -0.0005 0.46
H 2.0254 7.0267 -1.6631 0.0061 0.0018 -0.0099 0.35
H 0.6913 7.4444 -0.5765 0.0047 -0.0060 -0.0007 0.47
H 1.9919 6.3681 -0.0269 0.0014 0.0052 0.0006 0.35
H -1.0212 4.2037 -0.4615 -0.0058 0.0098 0.0147 0.11
H 0.1570 4.7841 0.6908 -0.0837 0.1063 -0.1523 0.00
H -1.0189 5.9272 0.0012 -0.0078 0.0195 -0.0126 0.66
H 5.8596 2.6666 -4.0544 0.0002 -0.0040 -0.0016 0.10
H 4.6852 2.2021 -5.2880 0.0099 -0.0035 0.0012 0.37
H 5.9283 3.4081 -5.6611 -0.0033 -0.0058 0.0021 0.48
H 5.8034 4.9856 -3.0625 0.0007 0.0109 -0.0012 0.32
H 5.8888 5.6711 -4.7005 -0.0003 -0.0051 0.0075 0.48
H 4.6016 6.1654 -3.5857 -0.0015 -0.0039 -0.0009 0.28
H 2.9074 3.8515 -6.0340 0.0009 0.0063 -0.0098 0.37
H 2.8873 5.4940 -5.3931 -0.0011 -0.0053 0.0015 0.31
H 4.2157 4.9819 -6.4487 -0.0060 -0.0035 0.0036 0.46
H 6.2980 -2.6355 -0.5186 -0.0065 -0.0076 -0.0063 0.30
H 3.9095 -4.3956 -2.7260 -0.0101 0.0025 -0.0028 0.31
H 2.9785 -5.5393 -1.7370 -0.0081 0.0128 -0.0028 0.43
H 2.3132 -3.9277 -2.0977 0.0005 -0.0133 -0.0033 0.11
H 5.8465 -4.6994 -1.1731 0.0087 -0.0023 0.0106 0.39
H 5.6567 -4.4206 0.5689 0.0010 -0.0130 -0.0010 0.38
H 4.8580 -5.7980 -0.1984 0.0001 0.0012 -0.0098 0.46
H 2.0041 -3.5748 0.4362 -0.0001 -0.0061 0.0079 0.28
H 2.7171 -5.1780 0.7313 0.0062 -0.0030 -0.0030 0.45
H 3.3996 -3.7334 1.5048 -0.0112 -0.0151 0.0173 0.29
C -2.4928 -4.8866 1.4641 -0.0311 0.0587 -0.0901 -1.61
C -1.7682 -3.7007 0.8791 -0.0393 0.0400 0.1908 -0.02
N -1.4861 -2.6436 1.5554 0.2573 -0.0524 -0.5586 1.43
N -1.9780 -2.5466 2.8078 -0.2933 -0.1487 0.2310 -1.37
C -1.2482 -1.8645 3.6633 0.1591 0.2758 -0.0178 0.23
N -1.9420 -1.5583 4.8413 0.0357 -0.0572 -0.0456 -0.42
S 0.3718 -1.3400 3.5503 -0.0950 -0.1160 0.0498 -0.42
C -1.3419 -3.7627 -0.5457 -0.0611 0.0614 0.1249 0.44
C -1.4409 -4.9513 -1.2779 0.0272 -0.0986 -0.0664 -0.77
C -1.0420 -4.9708 -2.6044 -0.0044 0.0593 0.0304 -0.55
C -0.5509 -3.8104 -3.1819 -0.0305 -0.0743 0.0686 -0.73
C -0.4854 -2.6779 -2.3827 0.0312 -0.0450 0.1245 -0.24
N -0.8780 -2.6495 -1.1155 -0.1631 0.1158 -0.2182 0.53
H -2.6605 -4.7077 2.5220 -0.0124 0.0123 -0.0013 0.43
H -1.9091 -5.8025 1.3450 -0.0049 -0.0153 0.0134 0.30
H -3.4590 -5.0367 0.9698 0.0180 -0.0557 0.0074 0.29
H -2.7220 -2.1771 5.0107 -0.0047 -0.0146 -0.0008 0.25
H -1.3228 -1.4249 5.6233 -0.0020 0.0047 0.0223 0.22
H -1.8160 -5.8546 -0.8180 -0.0009 0.0163 0.0263 0.32
H -1.1053 -5.8888 -3.1776 -0.0056 -0.0044 0.0036 0.34
H -0.2091 -3.7811 -4.2079 -0.0013 -0.0002 -0.0003 0.42
H -0.0627 -1.7563 -2.7706 -0.0088 -0.0034 0.0312 0.25
C -3.9601 1.0567 2.8899 0.0631 -0.0067 -0.0246 -0.82
N -3.1180 2.1541 3.3124 -0.0428 -0.0278 0.0320 0.30
C -3.7562 3.3344 3.8405 0.0407 -0.0084 0.0036 -0.65
C -2.7645 4.1080 4.6890 0.0107 -0.0153 -0.0107 -0.78
C -1.5412 4.4418 3.8559 -0.0196 -0.0229 0.0070 -0.60
N -1.0526 3.2703 3.1667 -0.0173 0.0805 0.0370 0.41
C 0.3161 3.2733 2.6529 -0.0226 -0.1012 0.1143 -0.47
C -1.8252 2.1938 2.8252 0.3100 0.1045 -0.0093 -0.12
O -1.3557 1.2959 2.1464 -0.4174 -0.0812 -0.0339 0.19
H -4.6822 0.8430 3.6814 0.0035 -0.0226 -0.0078 0.31
H -3.3405 0.1791 2.7233 -0.0186 -0.0340 0.0116 0.07
H -4.5012 1.2823 1.9637 -0.0317 0.0101 -0.0213 0.25
H -4.6084 3.0151 4.4460 -0.0096 0.0016 -0.0046 0.38
H -4.1527 3.9782 3.0386 -0.0020 0.0068 -0.0032 0.27
H -2.4690 3.4840 5.5357 -0.0062 0.0020 0.0045 0.31
H -3.2172 5.0243 5.0741 -0.0054 0.0041 -0.0029 0.39
H -0.7455 4.8222 4.5016 0.0123 0.0082 -0.0004 0.44
H -1.7818 5.2419 3.1399 0.0020 0.0079 0.0005 0.26
H 0.7260 4.2750 2.7881 0.0031 -0.0002 0.0311 0.42
H 0.3441 3.0135 1.5932 0.0750 -0.0265 0.0969 -0.25
H 0.9316 2.5548 3.1993 -0.0056 -0.0018 0.0183 0.35
I -3.8289 -0.2492 -1.0881 0.2008 0.1011 -0.1162 0.01
C -2.3541 0.8727 -1.9500 0.0104 0.1368 0.0082 -0.68
H -2.1306 1.8433 -1.5254 -0.0274 -0.1553 0.0258 0.20
H -1.6843 0.4120 -2.6631 -0.1404 -0.0772 0.0981 0.50

[2]
122
Properties=species:S:1:pos:R:3:forces:R:3:mulliken_spin:R:1 method="wB97M-V/def2-TZVPD" spin_multiplicity=3 s2=2.002 e_lumo_ev="3.727 / 3.727" de_lowest_kcal_mol=0.00 homo_energy_ev="-0.799 / -1.502" total_charge=-2 energy_ha=-3556.16608 gap_ev="4.5266 / 5.2288"
Ti 0.3296 0.1782 1.6398 0.1773 -0.5406 -0.7793 1.86
C -0.9426 -2.9991 1.9030 -0.3188 0.1710 -0.0632 0.03
N 0.2939 -2.3032 1.5013 0.0089 -0.1702 -0.6273 0.00
C 1.3679 -2.8403 2.3483 0.3038 0.1902 0.0446 0.03
C 0.5259 -2.5251 0.0458 -0.3868 0.4356 0.2478 0.00
C -0.2823 -1.5287 -0.8117 0.7332 -0.4944 0.4191 0.13
N 0.0192 -0.1164 -0.6159 0.3110 -0.0043 0.5637 -0.22
C 1.2376 0.3269 -1.3384 -0.6277 -0.6177 0.0747 0.03
C 2.5404 -0.3281 -0.9805 -0.3084 0.6010 0.9444 0.03
C 3.1965 -0.9674 -1.9937 0.9529 -0.5363 -0.1946 0.01
C 4.4306 -1.6068 -1.8069 -0.2462 0.6840 0.9743 0.00
C 4.9835 -1.5487 -0.5035 -0.3778 0.2849 -1.2543 0.00
C 4.3787 -0.8733 0.5566 -0.8946 0.8900 0.3159 0.01
C 3.0789 -0.2128 0.3580 1.3452 -1.3859 -1.0859 -0.01
O 2.4241 0.3777 1.2895 -0.5355 0.0937 0.1026 0.05
C 5.2004 -0.7633 1.8751 0.5195 -0.0310 -0.6602 0.00
C 5.6426 -2.1819 2.2921 -0.1069 0.8573 0.3875 0.00
C 4.5040 -0.0562 3.0315 -0.5570 0.5674 0.3025 0.00
C 6.4743 0.0823 1.5842 0.2379 -0.3262 -0.4766 0.00
C 5.0027 -2.3926 -2.9606 0.3717 0.0206 0.0973 0.00
C 4.0411 -3.5137 -3.2416 -0.2627 -1.0191 0.0167 0.00
C 5.1728 -1.5713 -4.2475 0.2834 0.7375 0.0416 0.00
C 6.3302 -3.0372 -2.5928 0.9300 -0.1323 -0.6426 0.00
C -1.1320 0.6446 -1.1536 0.0307 -0.0087 -0.7183 0.15
C -0.9684 2.1372 -1.0467 0.2403 -0.0517 0.3544 -0.05
C -1.0272 2.9313 -2.1825 -0.2107 0.3210 0.3226 0.00
C -0.8216 4.2950 -2.0983 0.2865 -0.0711 0.1832 0.01
C -0.4602 4.8302 -0.8510 -0.4638 0.7477 -0.1990 0.00
C -0.3826 4.1051 0.3064 0.1712 -0.8057 0.2325 -0.01
C -0.6541 2.7052 0.2079 0.1291 -0.5418 0.7116 0.00
O -0.5737 1.9336 1.2809 -0.6290 0.5717 -0.5485 0.04
C 0.0412 4.7049 1.6528 0.3921 -1.1973 0.3565 0.01
C 1.2437 3.8616 2.2125 -0.7457 -0.2715 0.3263 -0.03
C -1.1662 4.7007 2.6210 0.6867 -0.7029 -0.1148 0.00
C 0.5363 6.1292 1.5652 0.2939 0.5163 -0.6665 0.00
C -0.8447 5.2178 -3.2921 -0.1911 0.3151 -0.6527 0.00
C 0.5797 5.7460 -3.4886 0.2842 0.1100 -0.8007 0.00
C -1.7763 6.3986 -2.9828 0.4557 0.4401 -0.0844 0.00
C -1.3021 4.5398 -4.6136 0.6271 0.7584 0.7157 0.00
H -0.7649 -4.0713 1.7630 -0.2236 -0.2070 0.0545 0.00
H -1.2034 -2.8002 2.9470 0.2705 0.0409 -0.1520 0.00
H -1.8170 -2.6912 1.3165 0.2858 0.0476 -0.0269 0.01
H 1.5907 -3.9311 2.2597 -0.3132 0.4470 -0.4931 0.00
H 0.9468 -2.7163 3.3364 0.5203 0.1728 0.5968 0.01
H 2.3155 -2.2743 2.2234 -0.6166 -0.2364 0.0626 0.00
H 0.1685 -3.5324 -0.2562 0.3629 0.1862 0.1772 0.01
H 1.5941 -2.4192 -0.1373 -0.0256 -0.1566 -0.0809 -0.01
H -1.3244 -1.6617 -0.5737 -0.5391 -0.1374 0.0039 -0.08
H -0.1318 -1.7901 -1.8593 -0.0462 -0.1725 -0.4235 0.00
H 1.2625 1.3968 -1.1920 0.2435 0.3551 -0.1032 -0.01
H 1.0328 0.0837 -2.3943 0.1738 0.4066 -0.1347 0.00
H 2.7447 -0.9840 -2.9890 -0.0171 0.0117 0.2877 0.00
H 5.9694 -1.9891 -0.3603 -0.2620 0.0539 0.0958 0.00
H 4.7739 -2.7292 2.6196 -0.3332 -0.4184 0.0528 0.00
H 6.3329 -2.1229 3.1315 0.1506 0.0099 0.1775 0.00
H 6.1301 -2.7020 1.4845 0.1285 -0.2619 -0.2139 0.00
H 3.6171 -0.5729 3.4231 0.2054 0.0439 -0.2576 0.00
H 4.1590 0.9392 2.7049 0.1129 -0.4415 0.2111 0.00
H 5.1901 0.1020 3.8791 0.0512 -0.2452 -0.2529 0.00
H 7.1973 -0.4147 0.9250 -0.3138 -0.2334 -0.1283 0.00
H 7.0415 0.2414 2.5026 -0.1784 0.3205 0.1759 0.00
H 6.2350 1.0257 1.0759 -0.0723 -0.0696 0.4301 0.00
H 3.0248 -3.1747 -3.4340 0.0578 0.0300 -0.2501 0.00
H 3.9917 -4.1627 -2.3701 -0.1229 -0.0809 0.2118 0.00
H 4.4227 -4.1380 -4.0506 -0.2043 -0.0270 -0.3398 0.00
H 4.2245 -1.1415 -4.5911 0.1049 -0.1693 0.0955 0.00
H 5.5934 -2.1634 -5.0762 -0.1287 0.0012 0.3147 0.00
H 5.8464 -0.7165 -4.0664 -0.1341 -0.2704 -0.0670 0.00
H 6.2428 -3.7547 -1.7837 -0.2315 -0.0852 0.2308 0.00
H 7.1026 -2.3084 -2.2792 -0.3247 -0.2330 -0.3698 0.00
H 6.6897 -3.6187 -3.4745 0.0112 0.4558 0.5143 0.00
H -2.0480 0.2878 -0.6594 0.2579 0.0919 -0.0496 -0.04
H -1.1886 0.3724 -2.2488 -0.2848 0.2496 0.7290 0.00
H -1.2767 2.4754 -3.1265 0.0044 -0.1689 -0.1978 0.00
H -0.3172 5.9097 -0.7635 0.1723 -0.3045 -0.1570 0.00
H 0.9463 2.8478 2.5106 -0.0106 0.5072 -0.2038 0.04
H 1.6667 4.3143 3.1086 0.0724 0.3500 0.0312 0.00
H 2.0202 3.7517 1.4627 0.1982 0.1167 -0.1758 0.00
H -1.4078 3.7006 2.9872 0.0949 -0.0081 -0.2170 0.00
H -2.0183 5.0649 2.0708 -0.4765 0.3819 0.0950 0.00
H -0.9263 5.3101 3.4891 -0.1753 0.2539 0.1139 0.00
H 1.3970 6.2392 0.8815 -0.1749 -0.1392 0.2831 0.00
H 0.8346 6.4465 2.5647 0.0649 0.1098 -0.0289 0.00
H -0.2273 6.8193 1.1999 -0.1525 0.0449 0.0921 0.00
H 0.9001 6.3385 -2.6511 0.1582 0.0294 0.6836 0.00
H 0.6900 6.4452 -4.3384 -0.2435 -0.4320 -0.0706 0.00
H 1.2741 4.9022 -3.6108 -0.0937 0.2913 -0.0243 0.00
H -1.3443 6.9555 -2.1329 -0.3555 0.0376 -0.4603 0.00
H -2.7490 6.0420 -2.6717 -0.3268 -0.0800 -0.0048 0.00
H -1.8910 7.0713 -3.8578 0.1040 -0.2396 0.4351 0.00
H -0.5895 3.7726 -4.8782 0.1817 -0.3583 -0.1915 0.00
H -1.2841 5.3039 -5.4044 -0.2138 -0.2558 0.1163 0.00
H -2.2785 4.0905 -4.5088 -0.3735 -0.0356 -0.0878 0.00
O -4.2453 2.2252 1.5931 -0.1175 0.5616 0.0417 0.00
H -3.4400 1.8342 1.9382 0.2459 -0.1766 0.0252 0.00
H -4.6723 1.5196 1.1005 -0.0655 -0.4142 -0.0486 0.00
F -1.4383 -0.2637 2.9862 -0.0396 0.0998 0.5926 0.01
B -0.7272 -0.0419 4.2073 1.1711 -1.3682 0.0252 -0.01
F -0.5908 -1.2358 4.9676 -0.2279 0.5531 -0.7514 0.00
F -1.1671 0.9651 4.9640 -0.7710 0.8924 0.4218 0.00
F 0.6293 0.3147 3.7198 -0.1393 -0.1112 0.5434 -0.02
C -8.9497 -6.1319 1.0357 -0.5242 0.6255 -0.0523 0.00
C -7.9171 -5.0249 0.8833 -0.3437 -1.1339 0.4715 0.00
C -8.3094 -3.7294 0.6572 0.1299 0.5084 -0.5336 0.00
C -7.3880 -2.6991 0.5031 0.7365 0.3837 -0.1799 0.00
C -7.8832 -1.3325 0.1148 -0.2501 -0.0388 0.1612 0.00
C -6.0029 -2.9495 0.6365 -0.1115 0.1370 -0.1213 0.00
Te -4.5180 -1.3625 0.4797 -0.5882 -0.5139 -0.0643 -0.01
C -5.6214 -4.2940 0.8569 0.6817 0.9570 0.0170 0.00
C -4.1567 -4.6243 0.9460 0.0671 -0.1227 -1.0659 0.00
C -6.5614 -5.2953 1.0063 -0.1338 0.5056 -0.3138 0.00
H -9.8820 -5.8680 0.4908 0.5387 -0.2179 0.1795 0.00
H -9.2513 -6.2707 2.0808 0.1228 0.0256 -0.0179 0.00
H -8.5872 -7.0899 0.6772 0.0847 -0.1293 -0.1440 0.00
H -9.3473 -3.4931 0.4696 -0.2748 -0.0752 0.1376 0.00
H -8.9562 -1.3526 -0.0171 -0.4936 -0.1273 -0.1631 0.00
H -7.4382 -0.9601 -0.8107 0.2023 -0.0813 0.1676 0.00
H -7.7093 -0.5992 0.8954 0.3821 0.1697 0.0931 0.00
H -3.5678 -4.1104 0.1593 -0.4428 -0.1037 0.3922 0.00
H -3.9918 -5.6886 0.8037 -0.0055 -0.3238 0.2069 0.00
H -3.7438 -4.3067 1.8831 0.2909 0.1795 0.6116 0.00
H -6.1882 -6.2838 1.1760 -0.0537 -0.6453 0.0917 0.00